63
Properties=species:S:1:pos:R:3 method="wB97M-V/def2-TZVPD" homo_ev=-9.18 homo_lumo_gap_ev=8.9 charge=0
O -5.074 -1.300 2.043
C -4.366 -0.783 1.259
Cl -2.678 -0.409 1.620
C -4.810 -0.418 -0.135
C -4.636 -1.658 -0.998
C -3.555 -1.823 -1.856
C -3.417 -2.997 -2.615
C -2.242 -3.230 -3.525
O -1.091 -3.454 -2.696
C 0.096 -3.158 -3.337
C 0.761 -1.976 -3.055
C 1.974 -1.697 -3.675
C 2.502 -2.594 -4.592
C 1.833 -3.773 -4.888
C 0.637 -4.055 -4.247
C -4.388 -3.963 -2.470
C -5.474 -3.779 -1.626
C -5.624 -2.640 -0.882
C -6.321 -5.019 -1.708
O -7.482 -5.159 -1.499
N -5.429 -5.974 -2.215
C -4.525 -5.334 -3.078
O -4.045 -5.804 -4.064
H -5.866 -0.176 -0.098
H -4.265 0.434 -0.526
H -2.822 -1.031 -1.910
H -2.444 -4.115 -4.121
H -2.049 -2.381 -4.179
H 0.354 -1.270 -2.348
H 2.511 -0.792 -3.447
H 3.445 -2.364 -5.065
H 2.240 -4.465 -5.607
H 0.112 -4.978 -4.448
H -6.477 -2.530 -0.230
H -5.762 -6.903 -2.438
C 0.441 3.008 3.157
C 0.734 4.124 2.180
O 1.400 3.626 1.001
C 0.622 3.085 0.077
O -0.567 2.969 0.115
C 1.475 2.645 -1.122
F 2.577 1.995 -0.731
F 1.853 3.714 -1.835
F 0.775 1.841 -1.918
H 1.352 2.468 3.400
H 0.016 3.413 4.074
H -0.263 2.291 2.737
H 1.422 4.845 2.618
H -0.170 4.661 1.897
C 7.534 4.132 4.427
C 6.302 3.590 3.735
O 5.219 3.402 4.669
C 4.517 4.482 4.973
O 4.685 5.590 4.556
C 3.379 4.102 5.934
F 3.807 3.298 6.912
F 2.412 3.459 5.258
F 2.845 5.184 6.492
H 7.820 3.484 5.256
H 8.363 4.191 3.724
H 7.352 5.127 4.832
H 6.499 2.605 3.319
H 5.979 4.237 2.921



71
Properties=species:S:1:pos:R:3 method="wB97M-V/def2-TZVPD" e_above_lowest_kcal_mol=37.13 homo_ev=-1.80 homo_lumo_gap_ev=5.8 charge=-2
Ti 1.299 -0.956 1.229
C -0.620 -2.537 -2.291
C 0.007 -2.312 -0.958
N 0.880 -1.374 -0.771
N 1.036 -0.512 -1.812
C 2.213 0.128 -1.934
N 2.128 1.030 -2.995
S 3.635 -0.034 -1.094
C -0.291 -3.199 0.190
C -1.202 -4.242 0.113
C -1.343 -5.085 1.206
C -0.574 -4.867 2.336
C 0.283 -3.775 2.357
N 0.406 -2.964 1.313
H 0.103 -2.295 -3.067
H -1.474 -1.864 -2.418
H -0.955 -3.566 -2.407
H 1.197 1.329 -3.242
H 2.836 1.745 -2.966
H -1.793 -4.385 -0.777
H -2.048 -5.905 1.165
H -0.631 -5.510 3.202
H 0.894 -3.537 3.220
F 2.828 -3.812 -0.944
C 3.794 -4.262 -0.012
F 4.814 -4.697 -0.859
F 3.206 -5.502 0.373
S 3.629 -2.978 2.275
O 2.892 -1.723 1.475
O 4.997 -2.567 2.457
N 2.894 -2.573 3.936
S 2.242 -1.252 4.225
O 1.107 -0.927 3.236
O 1.798 -0.995 5.571
C 3.435 0.180 4.041
F 3.972 0.348 2.845
F 4.426 -0.050 4.918
F 2.833 1.319 4.391
O 0.539 2.296 2.332
C 0.836 1.865 1.244
O 1.673 0.845 1.054
C 0.350 2.501 -0.040
P -1.079 1.670 -0.909
C -0.981 2.615 -2.495
C -0.517 3.923 -2.635
C -0.437 4.521 -3.884
C -0.827 3.822 -5.020
C -1.295 2.523 -4.898
C -1.362 1.927 -3.645
C -2.492 2.586 -0.153
C -3.699 2.631 -0.853
C -4.820 3.232 -0.307
C -4.762 3.785 0.967
C -3.577 3.723 1.682
C -2.448 3.128 1.129
H 1.177 2.492 -0.753
H 0.068 3.527 0.201
H -0.219 4.487 -1.760
H -0.066 5.535 -3.971
H -0.754 4.287 -5.996
H -1.589 1.964 -5.778
H -1.688 0.897 -3.551
H -3.762 2.186 -1.840
H -5.746 3.255 -0.869
H -5.640 4.248 1.402
H -3.524 4.131 2.684
H -1.543 3.059 1.720
O -2.829 -0.810 1.422
C -1.696 -0.907 1.853
O -0.643 -0.383 1.307
H -1.501 -1.382 2.836



55
Properties=species:S:1:pos:R:3 method="wB97M-V/def2-TZVPD" e_above_lowest_kcal_mol=0.00 homo_ev=-8.05 homo_lumo_gap_ev=8.2 charge=0
C -3.269 -2.033 -0.608
C -2.904 -0.746 -1.334
O -2.513 0.272 -0.419
C -1.241 0.290 -0.023
O -0.408 -0.516 -0.419
C -0.941 1.338 0.941
C -1.815 2.354 1.449
C -3.171 2.635 0.960
C -4.249 2.641 1.837
C -5.523 2.924 1.380
C -5.751 3.219 0.043
C -7.128 3.548 -0.449
C -4.667 3.228 -0.827
C -3.393 2.942 -0.379
C -1.221 3.076 2.433
S 0.406 2.592 2.776
C 0.293 1.376 1.571
N 1.335 0.537 1.298
C 2.517 0.628 1.970
O 2.665 1.459 2.850
C 3.573 -0.336 1.575
C 4.641 -0.512 2.453
C 5.661 -1.392 2.144
C 5.639 -2.093 0.951
C 4.579 -1.912 0.071
N 4.554 -2.619 -1.159
C 4.232 -2.019 -2.369
O 3.965 -0.858 -2.514
C 4.299 -3.083 -3.444
C 4.714 -4.358 -2.723
C 4.851 -3.969 -1.266
O 5.151 -4.685 -0.350
C 3.542 -1.044 0.377
H -3.631 -2.767 -1.322
H -2.395 -2.435 -0.101
H -4.045 -1.837 0.128
H -2.086 -0.927 -2.040
H -3.768 -0.333 -1.860
H -4.086 2.407 2.879
H -6.353 2.916 2.073
H -7.283 4.628 -0.426
H -7.887 3.086 0.179
H -7.265 3.213 -1.474
H -4.826 3.465 -1.870
H -2.560 2.961 -1.066
H -1.649 3.900 2.968
H 1.125 -0.152 0.573
H 4.648 0.054 3.372
H 6.483 -1.529 2.830
H 6.434 -2.778 0.704
H 3.322 -3.161 -3.920
H 5.010 -2.770 -4.209
H 5.668 -4.755 -3.072
H 3.979 -5.159 -2.807
H 2.744 -0.912 -0.336



56
Properties=species:S:1:pos:R:3 method="wB97M-V/def2-TZVPD" e_above_lowest_kcal_mol=0.00 homo_ev=-11.56 homo_lumo_gap_ev=7.2 charge=+1
Ta -1.178 -1.464 -1.387
O -2.703 -2.399 -0.939
C -3.548 -2.722 0.070
C -4.796 -3.245 -0.203
C -5.641 -3.549 0.852
C -5.244 -3.346 2.172
C -3.990 -2.839 2.434
C -3.119 -2.515 1.387
C -1.800 -2.030 1.689
N -0.936 -1.645 0.809
N 0.312 -1.280 1.298
C 1.125 -1.078 0.323
O 0.687 -1.230 -0.941
C 2.531 -0.744 0.540
C 3.410 -0.731 -0.540
C 4.754 -0.467 -0.332
C 5.217 -0.212 0.951
C 4.337 -0.208 2.028
C 2.995 -0.472 1.827
H -5.095 -3.399 -1.231
H -6.623 -3.951 0.641
H -5.914 -3.589 2.984
H -3.663 -2.683 3.455
H -1.484 -1.995 2.728
H 3.039 -0.938 -1.535
H 5.441 -0.461 -1.167
H 6.269 -0.017 1.115
H 4.703 0.001 3.024
H 2.299 -0.477 2.655
C 3.433 3.697 0.385
C 2.068 3.212 -0.011
C 0.986 3.335 0.854
C -0.277 2.873 0.519
C -1.426 3.061 1.473
C -0.440 2.239 -0.722
C 0.624 2.119 -1.626
C 0.472 1.540 -3.011
C 1.861 2.622 -1.252
C -1.774 1.664 -1.020
O -2.835 2.183 -1.017
O -1.715 0.261 -1.242
H 3.379 4.419 1.198
H 3.945 4.159 -0.458
H 4.044 2.856 0.721
H 1.128 3.815 1.815
H -1.067 3.425 2.432
H -1.976 2.133 1.641
H -2.139 3.784 1.075
H -0.562 1.368 -3.297
H 1.022 0.601 -3.106
H 0.896 2.229 -3.741
H 2.686 2.564 -1.955
O -0.606 -3.188 -2.538
C -0.927 -2.645 -3.636
O -1.260 -1.424 -3.617
H -0.927 -3.216 -4.566